An isolated ion of composition C3H8NOS and charge +1. Source: OMol25; level of theory: wB97M-V/def2-TZVPD.

Last column: Löwdin charge in e.
Geometry (Å):
1 S 2.185 1.119 -0.268  0.79
2 O -0.739 1.422 -1.520  0.06
3 N -1.148 -1.036 0.247  0.21
4 C -0.847 1.364 -0.296  -0.16
5 C 1.201 -0.346 0.118  -0.53
6 C -0.182 0.092 0.522  -0.32
7 H -1.193 2.218 0.266  0.13
8 H -1.359 -1.294 -0.715  0.18
9 H -0.233 0.453 1.513  0.13
10 H 1.588 -0.858 1.035  0.11
11 H 1.047 -0.882 -0.864  0.11
12 H -2.036 -0.837 0.771  0.20
13 H 2.553 0.528 -1.449  -0.08
14 H -0.836 -1.944 0.639  0.19

Forces on the atoms, in the same order (eV/Å):
S 0.941 -0.569 -0.831
O -0.866 -0.627 3.020
N -1.168 -1.019 2.500
C 2.474 -1.105 -3.374
C -0.796 0.189 -0.161
C -1.613 1.804 -2.587
H -0.468 0.254 0.595
H 0.074 0.868 -0.557
H -0.300 -0.465 1.524
H 0.101 -0.322 -1.368
H 0.743 -0.081 1.414
H 0.595 -0.290 -0.888
H 0.069 0.868 0.591
H 0.215 0.497 0.123

Charge   +1
E_HOMO   -13.139 eV
Frontier orbital gap   8.8 eV
SMILES   [NH3+][C@H](C=O)CS
Energy relative to the best compared isomer or geometry (same formula, charge and spin)   1.466 eV